The following is a DFT calculation (ωB97M-V with the def2-TZVPD basis set) of a structure of composition C28H27Cl2N5O5S4TeW.

CARTESIAN COORDINATES (ANGSTROEM)
W (0.361, -0.103, 0.190)
Cl (-2.733, 1.092, -3.383)
C (-1.069, 1.540, -3.347)
C (-0.545, 2.405, -4.317)
C (0.781, 2.756, -4.296)
Cl (1.385, 3.818, -5.519)
C (1.661, 2.272, -3.301)
C (3.043, 2.510, -3.215)
C (3.735, 1.926, -2.182)
C (3.082, 1.160, -1.224)
N (1.774, 0.932, -1.249)
C (1.093, 1.452, -2.308)
C (-0.252, 1.067, -2.344)
O (-0.608, 0.245, -1.358)
H (-1.195, 2.794, -5.088)
H (3.538, 3.122, -3.955)
H (4.804, 2.057, -2.097)
H (3.628, 0.718, -0.409)
C (-2.193, -5.097, -1.396)
N (-1.751, -4.073, -0.459)
C (-1.461, -4.497, 0.906)
C (-1.509, -2.822, -0.844)
C (-1.844, -2.439, -2.251)
O (-1.022, -2.015, -0.017)
H (-2.073, -6.068, -0.924)
H (-1.587, -5.081, -2.302)
H (-3.242, -4.973, -1.668)
H (-2.296, -5.084, 1.287)
H (-1.325, -3.619, 1.528)
H (-0.550, -5.098, 0.929)
H (-2.776, -2.898, -2.577)
H (-1.043, -2.762, -2.920)
H (-1.937, -1.364, -2.305)
S (0.019, -0.810, 4.849)
C (0.860, -2.124, 4.126)
C (0.811, -2.011, 2.783)
N (0.136, -0.910, 2.307)
C (-0.301, -0.177, 3.308)
H (1.319, -2.898, 4.718)
H (1.225, -2.718, 2.080)
H (-0.854, 0.740, 3.184)
N (-6.307, 0.812, 3.140)
C (-5.746, 1.467, 2.067)
S (-6.629, 2.665, 1.297)
C (-4.458, 1.040, 1.634)
C (-3.829, -0.148, 2.107)
C (-2.575, -0.484, 1.701)
N (-1.797, 0.270, 0.865)
C (-2.431, 1.386, 0.359)
C (-3.689, 1.772, 0.685)
H (-7.144, 1.245, 3.492)
H (-5.691, 0.431, 3.842)
H (-4.355, -0.833, 2.759)
H (-2.158, -1.423, 2.027)
H (-1.853, 1.981, -0.335)
H (-4.126, 2.654, 0.239)
Te (1.617, -2.221, -0.839)
C (3.733, -1.868, -0.867)
C (4.421, -1.691, 0.330)
C (5.785, -1.437, 0.323)
C (6.475, -1.371, -0.880)
C (5.794, -1.564, -2.074)
C (4.428, -1.810, -2.069)
H (3.890, -1.731, 1.272)
H (6.306, -1.292, 1.261)
H (7.539, -1.173, -0.886)
H (6.326, -1.519, -3.016)
H (3.898, -1.955, -3.003)
O (2.032, 1.273, 3.249)
S (2.167, 1.485, 1.834)
O (2.060, 0.110, 1.124)
O (3.341, 2.184, 1.409)
S (0.468, 2.297, 1.088)

The spin multiplicity is 3. The calculation puts the energy above the lowest of the compared OMol25 structures with the same formula, charge and spin at 161.6 kJ/mol. The electronic energy is -124668.4396 eV. As for the expectation value of S²: 2.03. As for the lowest unoccupied orbital energy (spin up / spin down): -0.870 / -1.275 eV. The highest occupied orbital energy (spin up / spin down) is -5.207 / -7.121 eV. The value obtained for the orbital gap (spin up / spin down) is 4.34 / 5.85 eV.